A) Below is a 2-piece molecular cluster, C5H14NP overall, with properties calculated with ωB97M-V/def2-TZVPD.

Summary:
- HOMO: -7.780 eV
- SMILES: C/C=P/N(C)C.C
- Total charge: 0

Element x y z (Å)
C  1.45  -2.85  -0.12
C  1.18  1.51  1.17
C  0.48  2.34  -0.99
C  -3.47  -0.48  -0.12
C  1.43  -1.38  0.15
N  0.68  1.20  -0.14
P  0.55  -0.34  -0.83
H  2.47  -3.20  -0.30
H  1.06  -3.41  0.73
H  0.84  -3.09  -1.00
H  0.64  2.37  1.58
H  1.03  0.66  1.84
H  2.25  1.76  1.16
H  1.41  2.91  -1.11
H  0.15  2.01  -1.97
H  -0.27  3.01  -0.56
H  -3.09  -1.50  -0.12
H  -4.42  -0.45  0.40
H  -2.76  0.16  0.37
H  -3.61  -0.15  -1.14
H  2.01  -1.05  1.00



B) Below is C5H14NP as an isolated structure, with properties calculated with ωB97M-V/def2-TZVPD.

Summary:
- HOMO: -7.632 eV
- Total charge: 0

Element x y z (Å)
C  -1.69  -0.72  1.11
C  0.34  -1.88  0.12
C  0.63  -0.06  2.04
C  0.70  2.29  -2.34
C  -0.24  -0.66  0.81
N  -0.16  0.66  -0.52
P  0.23  0.44  -2.11
H  -2.22  -0.83  0.14
H  -1.82  -1.68  1.65
H  -2.24  0.00  1.74
H  0.78  -2.56  0.82
H  1.15  -1.67  -0.57
H  -0.54  -2.45  -0.27
H  1.63  -0.57  1.91
H  0.95  0.99  2.05
H  0.07  -0.41  2.90
H  1.17  2.72  -1.43
H  -0.29  2.80  -2.24
H  1.11  2.38  -3.31
H  -1.11  1.00  -0.63
H  1.55  0.22  -1.87



Quick look at relative energies in hartree: A) 0.0000; B) 0.0619.